The following is a quantum chemistry calculation of a cluster of 2 separate species, C2H8OS2 in total, from the OMol25 dataset.

Structure (ORCA input):
```
! wB97M-V def2-TZVPD RIJCOSX def2/J DEFGRID3
* xyz 0 1
S -2.67347 0.35305 -0.09990
S -1.65583 0.92262 1.65402
O 2.54830 0.72515 -2.33558
C -2.51981 0.39083 3.22970
C 2.76401 -0.63086 -2.56461
H 2.98570 -1.10499 -1.65343
H 3.47062 -0.89246 -3.32661
H -2.15979 -0.95161 -0.28254
H 1.73705 -1.02379 -3.03378
H -1.74794 0.26893 4.16256
H 3.35373 1.21423 -2.66822
H -2.95271 1.18605 3.77881
H -3.14985 -0.45714 3.13957
*
```

Properties
SMILES = CSS.CO

Atomic partial charges in e from the natural (NBO) method, atoms 1 to 4: -0.13, 0.07, -0.72, -0.75


The following is a quantum chemistry calculation of a structure of composition C26H18BeF5N3O2PTe, from the OMol25 dataset.

Structure (ORCA input):
```
! wB97M-V def2-TZVPD RIJCOSX def2/J DEFGRID3
* xyz -1 1
Te 1.50018 3.07713 0.01797
P -0.53394 -0.66822 -0.10882
F 0.92881 4.80595 0.52035
F 0.77096 3.82991 -1.55427
F 1.75512 3.10838 1.93829
F 2.34586 2.16603 -1.40911
F 3.16085 3.91251 0.01732
O -0.08631 2.21771 0.42911
O 0.11310 0.95487 2.88019
N -3.23175 -0.25605 1.98060
N -3.42252 2.23057 5.69193
N -0.11588 2.21846 4.70184
C -2.56162 0.69606 -1.35086
C 2.51091 -2.54954 -2.15116
C 2.16832 0.61398 0.74124
C -1.46510 -3.01268 1.01665
C 3.37851 1.20875 1.08619
C 1.26332 -2.22019 -1.60595
C 2.25123 -0.40532 -0.32276
C 1.11639 -1.16421 -0.73559
C -2.86343 -3.90012 -1.20211
C 3.60654 -1.80399 -1.81552
C -3.17494 1.44956 -2.33572
C -2.84317 1.75664 4.81210
C -2.84140 -4.66884 -0.04698
C -1.24877 0.24881 -1.52025
C -1.47051 -2.23860 -0.14399
C -0.55666 0.58148 -2.67460
C -2.13894 -4.22311 1.06503
C -1.17205 1.34880 -3.65939
C 4.61114 0.93078 0.42633
C -2.18217 -2.68991 -1.25178
C -0.68119 1.43428 3.74518
C -2.05989 1.17031 3.77869
C -2.69770 0.38054 2.78279
C 3.49803 -0.74202 -0.89727
C 4.66424 -0.00997 -0.53405
C -2.47765 1.78058 -3.49417
Be 0.48526 1.04029 1.37551
H -2.21067 -2.09272 -2.15496
H 3.41903 1.86074 1.94373
H 5.59704 -0.24099 -1.03846
H -0.70917 2.76418 5.30446
H -3.38110 -5.60706 -0.00823
H -2.94883 2.39048 -4.25495
H 0.47271 0.27086 -2.81014
H -2.13137 -4.80874 1.97557
H 2.59904 -3.38519 -2.83445
H 4.58014 -2.03015 -2.23698
H -3.41599 -4.23900 -2.06976
H 0.78067 2.60218 4.44727
H -0.61469 1.62294 -4.54626
H 0.39608 -2.80654 -1.88591
H -4.19070 1.79632 -2.19206
H 5.49547 1.48803 0.70940
H -0.94360 -2.65037 1.89550
H -3.09721 0.45538 -0.43673
*
```

Atomic partial charges in e from the natural (NBO) method, atoms 1 to 4: 3.34, 0.80, -0.64, -0.64


The following is a quantum chemistry calculation of the molecule CH3IO, from the OMol25 dataset.

Structure (ORCA input):
```
! wB97M-V def2-TZVPD RIJCOSX def2/J DEFGRID3
* xyz 0 1
I -2.48940 -0.24179 -0.02037
O -0.66370 0.71351 0.04571
C 0.54357 -0.01816 -0.06288
H 0.77945 -0.33268 1.07358
H 1.13674 0.85708 -0.30605
H 0.69335 -0.97796 -0.72999
*
```

Properties
SMILES = COI

Atomic partial charges in e from the natural (NBO) method, atoms 1 to 4: 0.37, -0.68, -0.26, 0.16


The following is a quantum chemistry calculation of a cluster of 6 separate species, C11H35N11O7 in total, from the OMol25 dataset.

Structure (ORCA input):
```
! wB97M-V def2-TZVPD RIJCOSX def2/J DEFGRID3
* xyz 0 1
O -5.29215 0.26427 -0.72278
O -3.50544 -1.47440 2.16605
O -0.18859 3.23289 2.67988
O 2.02106 -2.52475 -1.65614
O 1.77416 -5.51490 1.54011
O -0.45315 -1.06396 0.94216
O 3.28730 4.18537 -2.04282
N -1.21670 0.66737 2.13088
N -0.11075 5.08434 3.88707
N -2.34388 -2.99663 0.95667
N -4.44029 -3.24539 1.46373
N 1.18527 -3.52946 0.85196
N 2.52396 0.45082 -1.22630
N 0.42157 -4.37186 2.72952
N 0.65942 0.80974 1.03131
N -1.36893 5.13591 2.21879
N -3.14829 -0.38329 -1.07746
N -4.70236 -0.71812 -2.58699
C 3.31802 1.70055 -1.32499
C 2.83500 4.92830 -0.98116
C -0.58165 4.38409 2.90554
C 2.65645 -3.42305 -2.59185
C -4.39876 -0.17659 -1.44176
C 2.80004 2.75535 -2.31555
C 1.15539 -4.51697 1.72717
C -3.40368 -2.57036 1.61660
C 2.11605 -0.24341 -2.48714
C -0.36394 0.07060 1.36612
C 1.27294 -1.48034 -2.28111
H 3.48661 -2.92991 -3.09755
H 1.76810 4.76471 -0.82927
H 0.88162 -1.86523 -3.22283
H 4.29080 1.56953 -1.79896
H -2.72566 -0.16575 -0.18630
H -1.90260 0.05445 2.54798
H 3.30537 2.09687 -0.30968
H -4.38364 -4.00431 0.79972
H 0.78984 1.73533 1.41388
H -1.82399 4.84337 1.36589
H 2.98495 -0.57814 -3.05375
H 3.00026 2.45483 -3.34400
H -0.40394 6.04329 4.00769
H -1.71538 6.01420 2.57749
H -4.16457 -1.51609 -2.89382
H 1.12942 0.53998 0.17901
H 0.55547 4.68194 4.53075
H 0.57083 -4.95190 3.54278
H 2.93103 5.97047 -1.28576
H 3.05928 -4.23119 -1.98133
H -5.33446 -3.04924 1.89043
H 1.57511 0.53617 -3.02354
H 0.19669 -3.38763 2.75783
H -2.66750 -0.86331 -1.82481
H 1.62218 -3.52995 -0.05865
H 0.42789 -1.24671 -1.63348
H 1.71178 2.75277 -2.37702
H 0.66558 -2.68251 1.03279
H -2.34203 -3.84755 0.41259
H 3.03430 -0.26948 -0.73555
H -5.63113 -0.59368 -2.96380
H -0.98447 1.53112 2.60001
H 1.99857 -3.97106 -3.26636
H -1.79575 -2.16403 0.79408
H 3.38141 4.82250 -0.04397
*
```

Properties
SMILES = COCCNCCOC.NC(N)=O.NC(N)=O.NC(N)=O.NC(N)=O.NC(N)=O

Atomic partial charges in e from the natural (NBO) method, atoms 1 to 4: -0.67, -0.73, -0.73, -0.56


The following is a quantum chemistry calculation of a cluster of 9 separate species, C28H54O11 in total, from the OMol25 dataset.

Structure (ORCA input):
```
! wB97M-V def2-TZVPD RIJCOSX def2/J DEFGRID3
* xyz 0 1
O 4.17933 4.81228 -1.67162
O 9.49175 1.99340 3.06554
O -7.47181 -0.77119 -2.14106
O 0.79808 0.90801 -1.20389
O -0.12622 -6.21419 7.26620
O 2.09700 0.69599 -11.42436
O 0.49485 2.04597 -3.12421
O -1.26101 4.10642 6.10294
O -1.26169 1.43026 -1.78490
O -6.24020 -2.15197 2.75824
O 0.12423 -4.66882 -4.07689
C -0.42778 -5.27199 -6.33009
C 1.66742 -0.30729 -9.28565
C 6.33158 5.71182 -1.75277
C -8.68912 -2.38325 2.90548
C -6.34716 1.23616 -2.60156
C -7.34024 -1.78989 3.20300
C 0.55865 0.29733 1.17241
C 0.49225 -4.77360 -5.22631
C 1.92492 -4.69179 -5.52546
C 5.37533 4.65139 -1.91348
C -6.61996 -0.21298 -2.86811
C 7.37186 1.75110 4.10691
C -7.32168 -0.56036 4.13969
C -1.18826 -5.21750 5.34567
C 8.85045 1.83284 4.10189
C -1.39138 0.67958 -0.60177
C 0.02503 0.18474 -0.27126
C -0.20584 -0.16589 -11.08673
C -0.43373 4.81094 8.19262
C 9.61873 1.48466 5.40261
C -1.54423 4.26097 7.25907
C 1.26122 0.08019 -10.72149
C -5.70367 -0.90961 -3.91079
C 0.03086 1.44255 -2.15844
C 5.90542 3.32586 -2.54741
C 0.92986 -4.25014 6.44765
C -0.15861 -5.32809 6.48721
C -2.96910 4.06344 7.69023
H 2.60361 -0.86358 -9.33253
H -1.47471 -5.28486 -6.02700
H 5.92029 3.54195 -3.61568
H -4.69248 -0.75513 -3.53430
H -5.57934 1.15110 -1.83258
H 2.42454 -5.53165 -5.04265
H -6.71771 0.26277 3.75790
H -0.64367 4.90336 9.25820
H -8.49511 -3.23487 2.25341
H 0.32809 4.07449 7.93689
H -3.68249 4.55851 7.03139
H -0.38582 -4.57115 -7.16386
H -0.11301 0.65242 1.95402
H 9.00996 0.63697 5.71710
H 0.76304 -3.54139 5.63651
H 5.90138 6.64948 -1.40086
H 0.82251 -0.69135 1.54791
H 0.01222 -6.17475 -6.75377
H 0.83330 -0.91369 -8.93262
H 2.09242 -4.67409 -6.60237
H 6.97476 1.55334 3.11128
H 6.83844 5.47929 -0.81622
H -0.30872 5.83159 7.83099
H -2.23046 -5.09851 5.64192
H 0.17498 -0.84626 -0.59163
H 5.37616 2.38745 -2.38196
H 1.03001 -3.75399 7.41301
H 9.40444 2.29555 6.09878
H -7.13728 1.96848 -2.43572
H -7.32354 -0.85248 5.18982
H 1.75964 0.57819 -8.65676
H 1.80394 -4.83214 6.15550
H 10.68188 1.24633 5.37100
H -9.35057 -1.70700 2.36393
H -8.32715 -0.14333 4.08311
H -3.26704 4.17214 8.73306
H -1.95128 1.35902 0.04087
H 6.99268 5.83551 -2.61052
H 7.00039 1.00534 4.80974
H -0.92313 -4.43322 4.63666
H -5.87055 1.52552 -3.53816
H 6.95763 3.19495 -2.29480
H -2.05065 -0.18669 -0.65660
H -9.21957 -2.83053 3.74612
H 1.35642 1.04006 1.16807
H -5.62427 -0.38499 -4.86294
H -0.49448 0.61277 -11.79277
H -0.93152 0.01170 -10.29303
H 7.01472 2.73865 4.39896
H -5.79965 -1.99537 -3.90952
H 2.37240 -3.78117 -5.12718
H -1.11598 -6.18377 4.84646
H -0.25995 -1.17506 -11.49508
H -3.30684 3.03670 7.54940
*
```

Properties
SMILES = C[C@H]1COC(=O)O1.CC(C)=O.CC(C)=O.CC(C)=O.CC(C)=O.CC(C)=O.CC(C)=O.CC(C)=O.CC(C)=O

Atomic partial charges in e from the Löwdin method, atoms 1 to 4: 0.05, 0.04, 0.02, 0.08


The following is a quantum chemistry calculation of a structure of composition C2H5N3OS2, from the OMol25 dataset.

Structure (ORCA input):
```
! wB97M-V def2-TZVPD RIJCOSX def2/J DEFGRID3
* xyz 0 1
S -0.16197 -1.42367 -0.28927
S -3.32800 -0.48367 -0.29838
O 0.07509 1.31808 0.12925
N -2.02472 0.51490 -0.03953
N 2.27223 -0.08393 -1.11026
N 2.32701 -0.21948 0.28393
C -0.68382 0.36241 -0.00272
C 1.33894 -0.88635 0.82565
H 1.32684 0.26656 -1.56771
H -2.26955 1.55243 0.27394
H 3.07117 0.62944 -1.39767
H -3.52237 -0.59933 1.00315
H 1.57911 -0.94740 2.18963
*
```

Atomic partial charges in e from the natural (NBO) method, atoms 1 to 4: 0.08, 0.27, -0.60, -0.81


The following is a quantum chemistry calculation of a structure of composition C38H48Cl36IN4O3, from the OMol25 dataset.

Structure (ORCA input):
```
! wB97M-V def2-TZVPD RIJCOSX def2/J DEFGRID3
* xyz 1 1
I -2.51282 3.60881 -5.99691
Cl 8.10439 -4.51318 13.74751
Cl 5.98446 -3.34973 12.13991
Cl -5.66460 13.47552 -3.68170
Cl 0.73232 8.98252 -8.98659
Cl -4.02620 12.47379 -5.85786
Cl -3.12414 14.73991 -4.28669
Cl -8.58945 -1.30896 -10.79875
Cl 6.38335 -3.52698 6.99956
Cl -7.05264 8.24709 -2.74338
Cl -1.17189 7.65083 -7.24751
Cl -7.40002 0.28462 -7.78162
Cl -5.74671 1.40110 -5.67428
Cl -0.53295 -2.33554 -4.37843
Cl 7.76918 -9.80487 7.78832
Cl -8.09960 9.44277 -0.31501
Cl -5.25356 8.93434 -0.56841
Cl -10.30538 0.66567 -9.53993
Cl 5.32903 -5.12394 14.34269
Cl -4.63564 0.97831 -8.32279
Cl 0.88813 9.35247 -6.11345
Cl 0.29447 -4.50494 -2.63727
Cl 6.56532 -6.19313 11.93707
Cl 6.12365 -12.17882 8.07696
Cl -6.60016 3.07027 -7.89031
Cl -3.17875 12.08890 -3.10880
Cl -11.20998 -0.74478 -11.90912
Cl -6.49759 11.03095 -2.14032
Cl 1.60505 6.79821 -7.28844
Cl 6.60044 -1.25607 5.20639
Cl 3.99124 -2.13781 6.12199
Cl -2.19979 -4.69588 -4.10820
Cl 8.63009 -11.96835 9.52380
Cl 8.64390 -12.33641 6.64299
Cl 5.50048 -3.76298 4.24543
Cl 0.33126 -4.86110 -5.51659
Cl -10.97797 -2.15302 -9.38321
O -0.43957 1.16159 -3.80057
O 3.45427 4.04945 -6.55142
O 0.48177 3.36375 -1.41155
N -2.51177 3.77355 -3.93431
N -0.21014 4.26211 0.96802
N 4.93263 -7.90134 8.57656
N 2.02246 1.00887 -2.92341
C -0.16416 5.11826 -4.01941
C -2.53660 2.27592 -3.52366
C 7.36307 -7.90670 9.39850
C -0.24665 -2.19056 1.46730
C -10.27098 -0.88549 -10.40809
C -6.72655 9.41454 -1.44137
C 1.08776 3.49472 -5.80276
C 0.44324 -3.51693 3.69038
C -1.83816 -1.61186 -0.50084
C 1.17683 4.35117 -4.44751
C 2.03533 -6.14352 6.40570
C -3.99807 13.19481 -4.23387
C -0.78255 3.18124 -2.09863
C 4.98443 -8.15511 10.02598
C 6.42074 -8.15181 10.63233
C -4.33395 5.67271 -3.88152
C 5.61873 -2.67115 5.64346
C 3.71268 -7.79262 7.73485
C -0.12174 -3.63189 2.17311
C -1.20147 1.75390 -2.71456
C 6.49607 -4.79479 13.04207
C 2.49340 2.94753 -6.34476
C -3.85090 4.22429 -3.40731
C -1.76431 -1.75104 1.10992
C 0.88008 -4.96838 4.27207
C -6.09702 1.43284 -7.41832
C 3.39864 -6.26104 7.27530
C -1.25368 4.26118 -3.21716
C -1.90216 0.70113 -1.67327
C 0.14275 3.88652 -0.12168
C 7.79239 -11.57211 8.00723
C 6.34640 -7.78372 8.20995
C -0.52666 -4.10065 -4.16038
C 0.94627 1.03245 -3.48719
C -0.88906 -0.40223 -1.06952
C 0.51458 8.19620 -7.40953
C 2.05467 -4.88198 5.37966
C -3.68574 6.91214 -3.08666
H -2.95238 -1.39375 -0.74507
H 4.29037 -5.78767 6.70766
H -3.92339 4.19954 -2.25483
H 1.25833 -5.64547 3.40840
H 1.96846 5.17746 -4.64858
H -2.57926 6.98886 -3.40486
H -3.67914 6.74101 -1.95041
H -0.30036 -0.89097 -1.93914
H -0.42703 -3.13040 4.32760
H 0.66858 -4.23815 1.59295
H 0.42835 -2.21240 0.52767
H -1.57291 -2.60571 -1.00346
H 4.06994 -8.33683 10.70700
H -1.55094 3.31013 -1.24015
H 6.76627 -7.59415 7.15258
H -4.18430 7.91650 -3.30639
H 3.05193 -4.92984 4.81617
H -0.57079 5.67654 -4.94401
H -0.18021 0.01052 -0.26403
H 1.88455 -7.14404 5.86033
H -1.72352 5.07406 -2.53042
H 4.32528 3.59903 -6.39635
H 1.63890 3.67608 -3.64882
H 1.32559 -2.77628 3.72804
H 8.50543 -7.84341 9.38518
H -2.55804 -2.50718 1.43653
H -5.47445 5.71857 -3.66222
H -0.05232 -5.43957 4.74698
H -3.33789 2.10750 -2.70651
H 0.34128 2.62143 -5.77319
H -2.04661 -0.73852 1.57560
H 3.25704 -5.60164 8.21562
H -2.69152 0.10559 -2.28032
H 2.96256 2.11941 -5.69213
H 0.18430 -1.35800 2.13792
H -2.60618 1.65872 -4.47964
H -1.11679 -4.21954 2.18793
H 2.82583 -8.17059 8.34713
H 1.13276 -5.97444 7.10239
H -2.36048 1.34120 -0.84424
H 1.95041 -3.93194 6.01958
H 0.17150 5.96249 -3.29582
H -4.65823 3.47554 -3.77256
H 2.33775 2.49305 -7.40120
H 0.68597 4.21628 -6.61940
H 6.74700 -8.28603 11.71230
H -4.22937 5.89233 -4.99814
H 3.87227 -8.41522 6.78989
*
```

Atomic partial charges in e from the Löwdin method, atoms 1 to 4: 1.27, 0.51, 0.50, 0.49


The following is a quantum chemistry calculation of a structure of composition C28H21MgN7O2S, from the OMol25 dataset.

Structure (ORCA input):
```
! wB97M-V def2-TZVPD RIJCOSX def2/J DEFGRID3
* xyz 0 1
S 1.82528 4.80806 0.24084
Mg 2.62106 2.57456 -0.39068
O -7.50906 -5.23945 1.20525
O 3.58475 1.74831 -1.68026
N 4.29190 3.18709 0.52248
N 2.78249 5.58049 2.58235
N -3.02155 -0.87847 -0.58498
N 0.78305 2.16682 -1.30256
N 4.13543 4.10060 1.53303
N 1.87231 1.07697 0.89650
N -2.10792 -1.78149 1.21977
C -4.33881 -3.58430 1.64186
C 2.44860 0.56008 1.96359
C 0.63059 -0.94142 2.34039
C -6.50021 -4.37935 0.94940
C -1.17561 0.78269 -1.15673
C -1.27087 -0.82657 0.71800
C 5.78536 1.77896 -0.73652
C 5.24107 0.38514 -2.64686
C -5.39862 -2.63549 -0.28302
C -5.41243 -4.42357 1.82424
C 7.47491 0.35338 -1.74698
C 6.53229 -0.09293 -2.67602
C 4.81731 1.32485 -1.68245
C 1.85993 -0.45776 2.71876
C 5.47557 2.75255 0.28610
C -1.67724 1.40253 -2.31054
C 7.09434 1.28022 -0.80305
C -8.62958 -5.21970 0.34251
C 0.67069 0.61364 0.50332
C -3.15250 -1.79774 0.42448
C -0.93797 2.38259 -2.92803
C -6.48590 -3.47705 -0.10832
C 0.29936 2.73843 -2.38546
C 3.02447 4.78103 1.49392
C 0.00501 -0.40505 1.20769
C -4.31033 -2.67138 0.58182
C -1.81907 -0.24549 -0.41237
C 0.08287 1.20629 -0.68254
H -1.29951 2.87621 -3.81877
H -3.49456 -3.61430 2.31700
H -8.34875 -5.47172 -0.68352
H 7.82043 1.64086 -0.08144
H 8.49024 -0.01985 -1.77348
H 0.12622 -1.72519 2.89027
H 0.91678 3.50848 -2.83286
H -5.43646 -5.13072 2.64284
H 6.82017 -0.81630 -3.42937
H 2.37137 -0.85018 3.58599
H -9.12437 -4.24492 0.35240
H 3.41473 0.97146 2.23362
H -7.31495 -3.42271 -0.79977
H 4.50561 0.05215 -3.36876
H 3.56880 5.74183 3.19235
H -5.42406 -1.94459 -1.11763
H 6.30314 3.13915 0.88355
H -2.64051 1.10797 -2.70901
H -9.31483 -5.97239 0.72063
H -3.68489 -0.70284 -1.31681
H 2.15442 6.34949 2.43386
*
```

Atomic partial charges in e from the natural (NBO) method, atoms 1 to 4: -0.56, 1.72, -0.48, -0.94


What did we get for DFT total energy? Answer: -952.53936 -2439.99748 -412.75414 -1569.16133 -1926.76627 -1114.95420 -18785.17223 -2211.86324 Eh, in the order shown.
What did we get for HOMO? Answer: -9.010 -5.827 -9.413 -8.580 -9.310 -8.873 -8.403 -6.838 eV, in the order shown.
What did we get for energy relative to the best compared isomer or geometry (same formula, charge and spin)? Answer: 194.84 219.91 137.26 296.63 234.65 368.50 1055.78 0.00 kJ/mol, in the order shown.